Density functional theory data (wB97M-V/def2-TZVPD) for an isolated molecule of C18H43BN4O3.

Structure (ORCA input):
```
! RIJCOSX wB97M-V def2-TZVPD def2/J DEFGRID3
* xyz 0 1
C 4.346 -3.557 0.129
C 2.930 -3.284 0.637
C 2.684 -1.772 0.862
C 2.027 -1.134 -0.354
C 1.490 0.329 -0.220
C 0.261 0.405 -1.152
O -0.755 -0.368 -0.546
C -1.993 -0.474 -1.216
N -1.863 -1.137 -2.520
N -2.570 0.845 -1.377
C -3.886 0.887 -2.047
C -5.002 1.425 -1.157
C -4.681 2.810 -0.576
C -2.863 -1.341 -0.285
C -2.186 -2.699 -0.041
C -3.107 -0.634 1.050
C -4.087 -1.363 1.966
N 1.117 0.605 1.170
C 0.452 1.893 1.391
C 1.113 2.708 2.503
O 0.191 3.545 3.199
B 2.635 1.296 -0.784
O 2.309 1.990 -1.918
N 4.014 1.455 -0.305
C 4.215 1.462 1.148
C 5.000 0.618 -0.992
H 4.577 -2.892 -0.707
H 4.482 -4.583 -0.206
H 5.083 -3.354 0.906
H 2.211 -3.680 -0.079
H 2.802 -3.799 1.589
H 2.066 -1.648 1.746
H 3.661 -1.324 1.049
H 1.178 -1.763 -0.630
H 2.718 -1.181 -1.203
H -0.062 1.439 -1.274
H 0.545 0.016 -2.134
H -1.655 -0.445 -3.230
H -1.085 -1.785 -2.504
H -1.939 1.419 -1.918
H -3.816 1.555 -2.909
H -4.169 -0.089 -2.441
H -5.889 1.501 -1.791
H -5.237 0.718 -0.363
H -4.292 2.720 0.437
H -3.925 3.314 -1.176
H -5.569 3.437 -0.539
H -3.805 -1.541 -0.798
H -2.918 -3.435 0.285
H -1.717 -3.093 -0.940
H -1.426 -2.614 0.735
H -2.144 -0.544 1.557
H -3.466 0.380 0.892
H -3.856 -2.423 2.051
H -5.114 -1.271 1.609
H -4.057 -0.944 2.971
H 0.481 -0.123 1.465
H 0.434 2.486 0.475
H -0.588 1.727 1.688
H 1.911 3.340 2.102
H 1.561 2.022 3.220
H -0.561 3.698 2.626
H 3.067 2.521 -2.170
H 3.821 2.384 1.569
H 5.288 1.466 1.349
H 3.782 0.605 1.662
H 6.000 0.981 -0.750
H 4.885 0.727 -2.071
H 4.949 -0.438 -0.714
*
```

Output
E = -1181.2792 a.u.
Max |F| = 0.75 eV Å⁻¹
SMILES = CCCC[C@@](CO[C@](N)(NCCC)[C@@H](C)CC)(NCCO)B(O)N(C)C
HOMO-LUMO gap = 0.3282 hartree
Energy above the lowest of the compared OMol25 structures with the same formula, charge and spin = 0.0 kJ/mol